# 1
Below is a molecular structure, C18H15ClIN2O2SSc, with properties calculated with ωB97M-V/def2-TZVPD.

Summary:
Energy relative to the best compared isomer or geometry (same formula, charge and spin)   46.7 kJ/mol

Geometry as ORCA input:
```
! RIJCOSX wB97M-V def2-TZVPD def2/J DEFGRID3
* xyz 0 1
Sc 0.824 0.053 0.466
Cl -1.676 6.407 -1.411
C -0.792 5.087 -0.708
C 0.172 5.334 0.218
C 0.905 4.273 0.815
I 2.344 4.720 2.234
C 0.659 2.974 0.465
O 1.278 1.906 0.957
C -0.350 2.729 -0.508
N -0.564 1.411 -0.805
C -1.504 1.086 -1.659
C -2.289 2.054 -2.310
C -2.081 3.376 -2.037
C -1.091 3.754 -1.101
H 0.382 6.355 0.507
H -1.660 0.027 -1.834
H -3.048 1.737 -3.011
H -2.672 4.142 -2.521
C 3.161 -1.831 2.989
C 1.801 -1.298 3.359
O 1.458 -0.110 2.597
H 3.348 -2.763 3.525
H 3.954 -1.128 3.252
H 3.237 -2.037 1.921
H 1.734 -1.033 4.414
H 1.003 -1.999 3.130
H 1.986 0.661 2.834
N 3.493 -1.126 -1.194
C 2.571 -0.725 -0.621
S -1.073 -1.455 1.031
C -1.211 -2.704 -0.235
C -2.227 -3.650 -0.110
C -2.399 -4.639 -1.070
C -1.562 -4.701 -2.175
C -0.544 -3.767 -2.306
C -0.370 -2.779 -1.346
H -2.885 -3.605 0.749
H -3.194 -5.365 -0.951
H -1.697 -5.473 -2.922
H 0.127 -3.809 -3.154
H 0.455 -2.089 -1.474
*
```

# 2
Below is C18H15I2P in the gas phase, with properties calculated with ωB97M-V/def2-TZVPD.

Summary:
DFT total energy   -1631.59002 Eh
SMILES   IP(I)(c1ccccc1)(c1ccccc1)c1ccccc1

Geometry as ORCA input:
```
! RIJCOSX wB97M-V def2-TZVPD def2/J DEFGRID3
* xyz 0 1
I -2.932 1.838 -1.592
P -1.020 0.085 -1.003
I -1.387 -1.527 -2.923
C 0.043 1.512 -1.160
C 0.160 2.150 -2.343
C 0.912 3.274 -2.630
C 1.784 3.708 -1.542
C 1.682 3.063 -0.289
C 0.859 1.899 -0.132
C -1.974 -0.447 0.479
C -2.450 -1.729 0.567
C -2.745 -2.247 1.802
C -2.818 -1.436 2.979
C -2.535 -0.083 2.889
C -2.090 0.410 1.634
C 0.592 -0.895 -0.463
C 0.746 -1.458 0.807
C 1.875 -2.243 1.169
C 2.900 -2.492 0.223
C 2.768 -1.908 -1.064
C 1.682 -1.110 -1.444
H -0.433 1.809 -3.196
H 0.892 3.738 -3.626
H 2.486 4.490 -1.705
H 2.306 3.298 0.493
H 0.881 1.430 0.863
H -2.296 -2.399 -0.218
H -3.038 -3.240 1.965
H -3.155 -1.752 3.948
H -2.657 0.481 3.787
H -1.840 1.500 1.615
H -0.030 -1.400 1.605
H 1.878 -2.692 2.150
H 3.722 -3.030 0.517
H 3.560 -2.009 -1.768
H 1.671 -0.590 -2.393
*
```

# 3
Below is a molecular structure, C18H16BCuN9O3S, with properties calculated with ωB97M-V/def2-TZVPD.

Summary:
DFT total energy   -3477.61200 Eh
Expectation value of S²   0.753

Geometry as ORCA input:
```
! RIJCOSX wB97M-V def2-TZVPD def2/J DEFGRID3
* xyz 0 2
Cu 0.500 -1.634 -0.587
C 0.588 -1.743 3.614
C 0.782 -1.004 2.450
N 0.612 -1.781 1.385
N 0.293 -3.019 1.831
C 0.273 -3.011 3.170
B 0.039 -4.179 0.829
N 1.290 -4.277 -0.084
C 2.155 -5.271 -0.307
C 3.117 -4.832 -1.198
C 2.758 -3.517 -1.477
N 1.659 -3.194 -0.799
N -1.186 -3.865 -0.065
C -2.337 -4.538 -0.200
C -3.135 -3.878 -1.112
C -2.374 -2.779 -1.505
N -1.205 -2.772 -0.873
H 0.657 -1.397 4.629
H 1.036 0.037 2.330
H 0.036 -3.911 3.712
H -0.133 -5.203 1.423
H 2.025 -6.222 0.181
H 3.954 -5.381 -1.587
H 3.236 -2.798 -2.122
H -2.507 -5.436 0.368
H -4.120 -4.153 -1.443
H -2.616 -1.992 -2.201
O -3.350 6.118 1.040
S -2.146 6.790 1.496
O -1.528 6.197 2.669
O -2.180 8.231 1.464
C -0.968 6.321 0.212
N -0.288 7.223 -0.499
C 0.561 6.761 -1.403
C 0.782 5.410 -1.633
C 0.030 4.561 -0.837
N -0.830 5.001 0.057
C 0.122 3.068 -0.891
C 1.106 2.381 -1.593
C 1.149 1.006 -1.529
N 0.268 0.294 -0.812
C -0.700 0.951 -0.148
C -0.807 2.320 -0.166
H 1.099 7.506 -1.982
H 1.480 5.075 -2.386
H 1.853 2.903 -2.173
H 1.913 0.449 -2.056
H -1.388 0.340 0.422
H -1.578 2.843 0.385
*
```

# 4
Below is C18H16BF3O2 in the gas phase, with properties calculated with ωB97M-V/def2-TZVPD.

Summary:
DFT total energy   -1170.49968 Eh

Geometry as ORCA input:
```
! RIJCOSX wB97M-V def2-TZVPD def2/J DEFGRID3
* xyz 0 1
C 0.097 1.332 0.884
C 1.038 2.405 0.653
C 0.352 3.594 0.876
C -0.866 3.260 1.489
B -2.134 4.155 1.979
F -1.914 5.381 1.312
F -3.317 3.554 1.544
F -1.919 4.196 3.367
O -0.925 1.918 1.653
H 0.499 0.361 1.266
H 2.046 2.333 0.268
H 0.726 4.614 0.783
C 4.888 -2.744 -1.488
O 4.330 -1.502 -1.945
C 3.002 -1.245 -1.769
C 2.558 0.055 -2.158
C 1.315 0.478 -1.745
C 0.477 -0.340 -0.961
C -0.718 0.332 -0.344
C -1.850 -0.587 0.083
C -3.025 -0.744 -0.704
C -4.029 -1.647 -0.289
C -3.899 -2.321 0.948
C -2.758 -2.132 1.748
C -1.728 -1.299 1.285
C 0.904 -1.640 -0.635
C 2.169 -2.091 -0.990
H 5.937 -2.732 -1.796
H 4.798 -2.792 -0.407
H 4.359 -3.580 -1.944
H 3.280 0.697 -2.670
H 0.996 1.468 -2.076
H -1.089 1.193 -0.980
H -3.180 -0.162 -1.626
H -4.947 -1.790 -0.889
H -4.736 -2.924 1.319
H -2.691 -2.557 2.759
H -0.838 -1.138 1.902
H 0.245 -2.317 -0.104
H 2.548 -3.043 -0.599
*
```

# 5
Below is C18H16BrN3O2 in the gas phase, with properties calculated with ωB97M-V/def2-TZVPD.

Summary:
Energy relative to the best compared isomer or geometry (same formula, charge and spin)   37.2 kJ/mol
SMILES   Cc1cc2c(cc1Br)NC(=O)/C2=N\N=C(\O)CCc1ccccc1

Geometry as ORCA input:
```
! RIJCOSX wB97M-V def2-TZVPD def2/J DEFGRID3
* xyz 0 1
C 3.858 -2.532 -2.028
C 2.829 -2.478 -0.944
C 2.552 -1.285 -0.283
C 1.597 -1.260 0.717
C 0.900 -2.431 1.069
C 1.153 -3.626 0.431
C 2.120 -3.619 -0.567
Br 2.472 -5.272 -1.449
N 0.000 -2.143 2.078
C 0.047 -0.816 2.434
O -0.656 -0.287 3.268
C 1.088 -0.199 1.558
N 1.445 1.034 1.491
N 1.084 1.959 2.318
C 0.059 2.699 2.358
O -0.015 3.685 3.259
C -1.117 2.577 1.431
C -0.704 2.627 -0.051
C -1.718 1.913 -0.899
C -1.576 0.556 -1.159
C -2.526 -0.122 -1.902
C -3.633 0.551 -2.393
C -3.782 1.903 -2.138
C -2.831 2.579 -1.394
H 4.302 -1.553 -2.184
H 4.648 -3.238 -1.770
H 3.411 -2.868 -2.964
H 3.079 -0.382 -0.546
H 0.630 -4.533 0.687
H -0.620 -2.814 2.504
H 0.739 3.644 3.863
H -1.591 1.613 1.644
H -1.826 3.369 1.669
H 0.267 2.138 -0.167
H -0.603 3.667 -0.365
H -0.711 0.029 -0.782
H -2.402 -1.177 -2.100
H -4.375 0.023 -2.973
H -4.643 2.433 -2.520
H -2.951 3.635 -1.198
*
```

# 6
Below is a molecular structure, C18H16Cl2MoN4OS, with properties calculated with ωB97M-V/def2-TZVPD.

Summary:
Energy relative to the best compared isomer or geometry (same formula, charge and spin)   1567.1 kJ/mol
Expectation value of S²   2.036

Geometry as ORCA input:
```
! RIJCOSX wB97M-V def2-TZVPD def2/J DEFGRID3
* xyz 2 3
Mo -0.178 -0.360 0.586
Cl 2.253 1.812 0.633
C 1.199 3.410 0.500
C 1.863 4.574 0.218
C 1.117 5.736 0.399
C -0.191 5.655 0.833
C -0.795 4.430 1.083
Cl -2.428 4.420 1.604
C -0.103 3.207 0.916
S -1.037 1.731 1.205
H 2.886 4.615 -0.132
H 1.573 6.696 0.198
H -0.774 6.555 0.979
O 0.747 -0.297 -0.787
C 3.221 -0.031 0.874
C 4.418 1.870 -1.470
C 4.734 0.687 -1.768
C 4.951 -0.724 -1.844
C 4.472 -1.554 -0.910
C 3.694 -1.117 0.216
C 2.771 -1.796 1.160
N 2.590 -0.695 2.010
C 1.167 -0.653 2.260
C 0.644 -1.954 1.874
N 1.739 -2.576 1.129
H 3.301 2.471 1.030
H 5.234 1.509 -2.506
H 5.554 -1.110 -2.654
H 4.707 -2.609 -0.959
H 0.870 -0.164 3.180
H 0.041 -2.600 2.500
H 1.561 -3.299 0.430
C -2.201 -1.278 -2.191
N -1.879 -2.031 -0.961
C -2.713 -1.913 0.223
C -0.972 -3.006 -0.993
N -0.156 -3.822 -0.996
H -3.276 -1.313 -2.359
H -1.700 -1.749 -3.031
H -1.875 -0.240 -2.118
H -2.950 -2.887 0.647
H -3.632 -1.388 -0.024
H -2.223 -1.341 1.043
*
```

# 7
Below is C18H16Cl2N2O2 in the gas phase, with properties calculated with ωB97M-V/def2-TZVPD.

Summary:
Energy relative to the best compared isomer or geometry (same formula, charge and spin)   137.2 kJ/mol
SMILES   CCNc1ccc([C@]2(C)C(=O)Nc3cc(Cl)cc(Cl)c3C2=O)cc1

Geometry as ORCA input:
```
! RIJCOSX wB97M-V def2-TZVPD def2/J DEFGRID3
* xyz 0 1
C 3.515 -2.965 3.645
C 2.834 -1.594 3.788
N 1.495 -1.613 3.204
C 1.203 -1.085 1.951
C 1.778 0.129 1.488
C 1.509 0.598 0.172
C 0.620 -0.094 -0.668
C 0.220 0.446 -2.063
C 1.258 -0.086 -3.069
C 0.225 1.998 -2.029
O 1.232 2.649 -2.264
N -0.859 2.730 -1.701
C -2.137 2.209 -1.547
C -3.156 2.989 -1.025
C -4.430 2.434 -0.789
Cl -5.710 3.435 -0.111
C -4.614 1.068 -1.027
C -3.592 0.259 -1.564
Cl -3.971 -1.491 -1.702
C -2.348 0.837 -1.846
C -1.225 0.043 -2.433
O -1.436 -0.932 -3.186
C 0.001 -1.239 -0.157
C 0.319 -1.746 1.127
H 3.699 -3.275 2.588
H 4.473 -2.956 4.166
H 2.900 -3.710 4.122
H 3.513 -0.836 3.338
H 2.779 -1.360 4.840
H 0.913 -2.426 3.482
H 2.518 0.680 2.041
H 2.002 1.535 -0.112
H 2.267 0.137 -2.728
H 1.181 -1.171 -3.179
H 1.148 0.380 -4.045
H -0.719 3.705 -1.820
H -2.959 4.035 -0.850
H -5.573 0.652 -0.751
H -0.674 -1.751 -0.808
H -0.196 -2.621 1.522
*
```

# 8
Below is a molecular structure, C18H16F10N5O3Os, with properties calculated with ωB97M-V/def2-TZVPD.

Summary:
Energy relative to the best compared isomer or geometry (same formula, charge and spin)   0.0 kJ/mol

Geometry as ORCA input:
```
! RIJCOSX wB97M-V def2-TZVPD def2/J DEFGRID3
* xyz 1 1
Os -0.313 0.112 -0.002
C 2.442 -1.246 0.238
N 1.783 0.065 0.048
C 2.091 0.954 1.204
C 1.239 0.512 2.394
N -0.124 0.208 1.911
C -1.086 -0.016 2.917
C -1.173 -1.229 3.588
F -0.336 -2.226 3.230
C -2.108 -1.467 4.577
F -2.162 -2.642 5.185
C -3.004 -0.462 4.915
F -3.909 -0.672 5.853
C -2.959 0.755 4.252
F -3.823 1.710 4.560
C -2.008 0.965 3.266
F -1.989 2.137 2.625
C 2.136 0.616 -1.292
C 1.324 -0.127 -2.352
N -0.061 -0.298 -1.860
C -1.027 -0.590 -2.848
C -1.428 0.402 -3.742
F -0.878 1.611 -3.650
C -2.394 0.173 -4.704
F -2.757 1.139 -5.532
C -2.996 -1.075 -4.790
F -3.925 -1.302 -5.702
C -2.627 -2.078 -3.911
F -3.197 -3.274 -3.980
C -1.653 -1.824 -2.961
F -1.307 -2.833 -2.129
H 3.525 -1.105 0.229
H 2.156 -1.929 -0.555
H 2.144 -1.682 1.187
H 1.820 1.967 0.913
H 3.155 0.921 1.446
H 1.200 1.326 3.122
H 1.668 -0.355 2.907
H 3.208 0.524 -1.479
H 1.861 1.669 -1.290
H 1.757 -1.104 -2.589
H 1.328 0.458 -3.274
N -2.438 0.450 -0.129
N -2.565 1.761 -0.667
C -1.476 2.636 -0.508
O -1.610 3.816 -0.632
O -0.309 2.031 -0.272
H -2.906 -0.192 -0.764
H -2.899 0.388 0.778
H -3.463 2.205 -0.536
O -0.291 -2.109 0.325
H -0.778 -2.630 -0.329
H -0.497 -2.418 1.218
*
```

# 9
Below is a molecular structure, C18H16FN3O3, with properties calculated with ωB97M-V/def2-TZVPD.

Summary:
Energy relative to the best compared isomer or geometry (same formula, charge and spin)   1505.4 kJ/mol

Geometry as ORCA input:
```
! RIJCOSX wB97M-V def2-TZVPD def2/J DEFGRID3
* xyz 0 1
C 2.574 4.649 -4.004
H 1.558 4.863 -3.377
O 2.325 3.267 -4.616
C 2.196 2.303 -3.906
C 2.045 2.428 -2.597
C 2.120 1.209 -1.857
C 2.087 0.070 -2.493
C 1.880 -0.134 -4.011
C 2.078 1.050 -4.718
H 2.099 1.120 -5.665
H 1.953 -1.204 -4.520
N 1.765 -1.415 -2.029
C 1.645 -1.449 -0.574
O 2.072 -0.880 0.356
C 1.347 -3.059 -0.312
H 1.852 -3.175 0.824
H 1.982 -3.585 -0.802
C 0.006 -3.201 -0.384
C -0.868 -2.346 0.369
N -0.926 -2.169 1.634
C -1.716 -0.931 1.638
N -1.563 -0.341 0.570
O -1.130 -1.222 -0.314
C -1.943 -0.446 3.051
C -2.980 0.555 2.990
C -3.305 1.161 4.444
C -3.043 0.623 5.537
C -2.296 -0.915 5.393
C -1.746 -1.115 4.161
H -1.297 -2.070 4.122
H -2.099 -1.451 6.246
H -3.411 0.805 6.383
H -3.788 2.093 4.480
F -3.155 1.630 2.053
H -0.346 -3.146 -1.475
H -0.287 -4.444 0.035
H 1.443 -2.145 -2.578
H 2.273 1.140 -0.625
H 2.360 3.169 -2.000
H 3.591 4.610 -3.507
H 2.702 5.453 -4.736
*
```

# 10
Below is a molecular structure, C18H16FeN4O2, with properties calculated with ωB97M-V/def2-TZVPD.

Summary:
Energy relative to the best compared isomer or geometry (same formula, charge and spin)   42.5 kJ/mol
Expectation value of S²   8.780

Geometry as ORCA input:
```
! RIJCOSX wB97M-V def2-TZVPD def2/J DEFGRID3
* xyz 1 6
Fe -0.135 0.314 -1.591
C -1.433 4.289 -0.550
C -0.750 2.980 -0.312
O -0.519 2.248 -1.316
C -0.427 2.621 1.023
C 0.207 1.464 1.420
C 0.593 1.257 2.851
N 0.531 0.526 0.495
N 1.411 -0.370 0.875
C 1.893 -1.046 -0.203
O 1.409 -0.916 -1.371
C 3.071 -1.881 0.018
C 3.896 -2.189 -1.064
C 5.049 -2.925 -0.862
C 5.367 -3.380 0.412
C 4.534 -3.095 1.488
C 3.394 -2.336 1.299
H -1.757 4.359 -1.586
H -2.292 4.394 0.114
H -0.747 5.113 -0.342
H -0.646 3.351 1.789
H 0.092 1.974 3.497
H 0.356 0.242 3.162
H 1.673 1.376 2.961
H 3.635 -1.830 -2.050
H 5.705 -3.142 -1.695
H 6.269 -3.957 0.568
H 4.784 -3.457 2.476
H 2.743 -2.097 2.128
N -5.959 2.585 -1.049
C -5.316 1.635 -1.086
C -4.465 0.477 -1.133
C -4.958 -0.817 -1.006
C -4.059 -1.867 -1.053
C -2.713 -1.596 -1.203
N -2.233 -0.352 -1.321
C -3.101 0.665 -1.300
H -6.018 -0.986 -0.873
H -4.394 -2.891 -0.972
H -1.986 -2.397 -1.224
H -2.704 1.661 -1.416
*
```

# 11
Below is a molecular structure, C18H16MoN7O3S2, with properties calculated with ωB97M-V/def2-TZVPD.

Summary:
Energy relative to the best compared isomer or geometry (same formula, charge and spin)   0.0 kJ/mol

Geometry as ORCA input:
```
! RIJCOSX wB97M-V def2-TZVPD def2/J DEFGRID3
* xyz 3 1
Mo -0.632 -1.433 0.212
N -1.631 -5.464 1.814
C -1.402 -4.169 1.659
S -1.447 -3.534 -0.006
N -1.113 -3.369 2.627
N -0.968 -2.053 2.239
C -1.084 -1.254 3.289
C -0.978 0.154 3.328
C -1.127 0.843 4.544
C -0.993 2.217 4.568
C -0.699 2.920 3.398
C -0.541 2.271 2.178
C -0.699 0.900 2.168
O -0.567 0.200 1.018
H -1.882 -6.066 1.046
H -1.612 -5.863 2.744
H -1.300 -1.771 4.220
H -1.345 0.293 5.451
H -1.114 2.754 5.499
H -0.596 3.997 3.440
H -0.316 2.813 1.270
N 0.102 4.667 -4.338
C -0.051 3.446 -3.848
C 0.591 2.334 -4.468
C 0.390 1.074 -4.005
C -0.426 0.868 -2.860
C -1.060 1.961 -2.222
C -0.872 3.219 -2.705
S -0.818 -0.713 -2.507
O -1.156 -1.549 -3.586
O -1.787 -0.737 -1.279
N 0.287 -1.506 -1.533
C 1.605 -1.567 -1.097
N 2.717 -1.474 -1.747
C 3.811 -1.669 -0.989
C 3.757 -1.941 0.380
C 2.525 -1.990 0.997
N 1.436 -1.796 0.228
H 0.642 4.835 -5.173
H -0.387 5.457 -3.948
H 1.211 2.497 -5.340
H 0.840 0.236 -4.522
H -1.734 1.797 -1.392
H -1.387 4.054 -2.250
H 4.763 -1.600 -1.502
H 4.663 -2.105 0.946
H 2.385 -2.181 2.053
*
```

Record order is preserved below.
Strongest force on any atom: 0.014, 0.081, 0.013, 0.073, 0.043, 0.034, 0.061, 0.002, 0.239, 0.030, 0.006 hartree/bohr